Model i:
Entry from the Open Molecules 2025 dataset: a gas-phase ion, C5H10NO2 (charge -1) (ωB97M-V/def2-TZVPD).

The geometry in ORCA input format:
```
! RIJCOSX wB97M-V def2-TZVPD def2/J DEFGRID3
* xyz -1 1
C -1.57803 1.66340 -1.60835
C -1.39958 0.89584 -0.29619
N -0.20176 0.07157 -0.29314
C 0.93260 0.68835 0.17599
O 1.13188 1.88870 0.02278
C -0.37877 -1.36099 -0.06599
C 0.76236 -2.13400 0.63930
O 1.06170 -1.63265 1.84743
H -0.79260 2.41830 -1.66550
H -2.55493 2.15268 -1.68680
H -1.43801 0.99102 -2.46107
H -1.32177 1.60392 0.53130
H -2.29383 0.30600 -0.09788
H 1.57588 0.00943 0.75158
H -1.26730 -1.54815 0.55855
H -0.73891 -1.82102 -1.00827
H 1.64475 -2.08083 -0.04766
H 0.40687 -3.19034 0.59694
*
```

The SMILES is CCN(C=O)CC[O-]. As for the HOMO energy: -2.906 eV. The calculation puts the LUMO energy at 3.81 eV. As for the orbital gap: 6.718 eV.

***

Model ii:
Entry from the Open Molecules 2025 dataset: a molecular structure, C5H10NO2 (ωB97M-V/def2-TZVPD).

The geometry in ORCA input format:
```
! RIJCOSX wB97M-V def2-TZVPD def2/J DEFGRID3
* xyz -1 1
C -0.80890 1.12566 0.91066
N -1.97922 0.66725 0.96146
C -2.78197 0.69314 -0.45922
O -2.64481 -0.45656 -0.99784
C 0.41692 -0.98367 -0.48456
C 1.59832 -0.35847 -0.36441
C 2.91166 -0.96488 0.10047
O 3.95163 -0.13833 -0.09623
H -0.04025 0.98495 1.67121
H -0.55356 1.99612 0.28321
H -1.26155 -0.18566 0.61693
H -2.32391 1.55241 -1.02330
H -3.80597 1.01523 -0.16218
H -0.31120 -0.65569 -1.20886
H 0.09615 -1.76766 0.19960
H 1.74547 0.66246 -0.71884
H 2.77548 -1.24342 1.18733
H 3.01572 -1.94289 -0.41542
*
```

As for the HOMO energy: -2.698 eV. The calculation puts the LUMO energy at 2.62 eV. As for the orbital gap: 5.318 eV.

***

Model iii:
Entry from the Open Molecules 2025 dataset: a gas-phase ion, C5H10NO2 (charge -1) (ωB97M-V/def2-TZVPD).

The geometry in ORCA input format:
```
! RIJCOSX wB97M-V def2-TZVPD def2/J DEFGRID3
* xyz -1 1
C -2.21230 1.31561 -1.27576
C -1.46146 0.51459 -0.21724
C 0.01954 1.04301 -0.11555
C 1.11129 -0.07596 -0.17617
O 1.98499 -0.11583 -0.98920
N 1.11910 -0.82025 0.95788
C 2.07081 -2.08159 1.07690
O 1.86677 -2.78310 2.11817
H -1.60444 1.30754 -2.13389
H -3.12409 0.89113 -1.46752
H -2.29005 2.32106 -0.99765
H -1.92338 0.70955 0.84591
H -1.44973 -0.50962 -0.49816
H 0.12629 1.64755 0.77021
H 0.27207 1.65078 -0.98295
H 0.54609 -0.69106 1.78389
H 1.83024 -2.65214 0.20604
H 3.11825 -1.67126 1.09507
*
```

The SMILES is CCCC(=O)NC[O-]. As for the HOMO energy: -2.520 eV. The calculation puts the LUMO energy at 3.49 eV. As for the orbital gap: 6.012 eV.

***

Model iv:
Entry from the Open Molecules 2025 dataset: a gas-phase ion, C5H10NO2 (charge -1) (ωB97M-V/def2-TZVPD).

The geometry in ORCA input format:
```
! RIJCOSX wB97M-V def2-TZVPD def2/J DEFGRID3
* xyz -1 1
C -0.23343 2.65933 1.17264
C -0.22189 1.62384 0.05343
C -0.30940 0.13929 0.28884
N -1.31709 -0.34461 -0.61347
C -1.45049 -1.89716 -0.52193
C 1.00753 -0.64651 -0.05997
O 1.24481 -1.80067 0.38603
O 1.72291 0.03681 -0.77855
H -1.26576 2.86888 1.60249
H 0.53025 2.34714 2.06720
H 0.02479 3.81126 1.09483
H 0.61370 1.85579 -0.57207
H -1.14612 1.88324 -0.48792
H -0.48165 -0.35963 1.22612
H -0.93995 -0.21625 -1.60709
H -1.82277 -2.19886 0.48851
H -2.17401 -2.32767 -1.35505
H -0.61450 -2.41363 -0.62058
*
```

The SMILES is CC[C@@H](NC)C(=O)[O-]. As for the HOMO energy: -3.598 eV. The calculation puts the LUMO energy at 3.99 eV. As for the orbital gap: 7.592 eV.

***

Last place for stability: model ii

***

Model i:
Entry from the Open Molecules 2025 dataset: a gas-phase ion, C5H10NO2 (charge -1) (ωB97M-V/def2-TZVPD).

The geometry in ORCA input format:
```
! RIJCOSX wB97M-V def2-TZVPD def2/J DEFGRID3
* xyz -1 1
C -0.22799 2.33354 -0.83842
C -0.33167 1.46014 0.37497
O -0.96276 1.88452 1.35216
N 0.18093 0.20166 0.34737
C 0.05119 -0.51474 1.61509
C 0.70258 -0.40165 -0.84246
C 0.77112 -2.13790 -0.81805
O -0.42131 -2.63772 -0.92796
H 0.79410 2.53502 -1.15549
H -0.85063 1.90144 -1.62896
H -0.71956 3.28208 -0.60380
H 0.11894 -1.58098 1.42682
H -0.88318 -0.25919 2.08508
H 0.84396 -0.22376 2.33237
H 0.00438 -0.22341 -1.65430
H 1.71005 -0.11766 -1.19695
H 1.34861 -2.38482 0.10188
H 1.47452 -2.21760 -1.68720
*
```

The SMILES is CC(=O)N(C)CC[O-]. As for the HOMO energy: -2.707 eV. The calculation puts the LUMO energy at 3.82 eV. As for the orbital gap: 6.528 eV.

***

Model ii:
Entry from the Open Molecules 2025 dataset: 2 unconnected molecules or ions with the total composition C5H10NO2 (ωB97M-V/def2-TZVPD).

The geometry in ORCA input format:
```
! RIJCOSX wB97M-V def2-TZVPD def2/J DEFGRID3
* xyz -1 1
C -1.55496 0.38103 0.22796
C -1.25855 1.80207 -0.11468
C -0.18870 2.44695 0.42132
N -0.09583 3.82661 0.21456
H -0.65825 -0.23173 0.36670
H -2.36294 0.37663 1.01988
H -1.98048 -0.02595 -0.66284
H -2.06427 2.38131 -0.58067
H 0.58228 1.96027 1.05337
H 0.53447 4.35676 0.78798
H -0.88454 4.31281 -0.18527
O -0.44695 -2.26460 -0.63676
C 0.66754 -2.10760 -0.07123
O 1.03112 -1.13993 0.69567
C 1.80146 -3.01675 -0.68094
H 2.65803 -3.03767 -0.03518
H 1.38346 -4.05826 -0.74778
H 1.98880 -2.61846 -1.68400
*
```

As for the HOMO energy: -3.892 eV. The calculation puts the LUMO energy at 3.80 eV. As for the orbital gap: 7.693 eV.

***

Last place for stability: model i

***

Model i:
Entry from the Open Molecules 2025 dataset: 2 unconnected molecules or ions with the total composition C2O3 (ωB97M-V/def2-TZVPD).

The geometry in ORCA input format:
```
! RIJCOSX wB97M-V def2-TZVPD def2/J DEFGRID3
* xyz 0 1
C -1.70147 -0.78289 -0.94988
C 1.81486 0.65186 1.23248
O -2.17626 0.03999 -1.62181
O 2.66097 1.20475 1.75489
O -0.91768 -1.62222 -0.43968
*
```

As for the HOMO energy: -12.795 eV. The calculation puts the LUMO energy at 0.26 eV. As for the orbital gap: 13.050 eV.

***

Model ii:
Entry from the Open Molecules 2025 dataset: 2 unconnected molecules or ions with the total composition C2O3 (ωB97M-V/def2-TZVPD).

The geometry in ORCA input format:
```
! RIJCOSX wB97M-V def2-TZVPD def2/J DEFGRID3
* xyz 0 1
C 1.49433 -0.63312 0.30260
C -1.18387 0.14961 -0.02688
O -1.55887 -0.93839 -0.11289
O -0.80293 1.23664 0.07327
O 2.05134 0.18525 -0.23610
*
```

As for the HOMO energy: -13.096 eV. The calculation puts the LUMO energy at 0.66 eV. As for the orbital gap: 13.752 eV.

***

Last place for stability: model i

***

Model i:
Entry from the Open Molecules 2025 dataset: a molecular structure, C29H21Cl2F5InN3O3P (ωB97M-V/def2-TZVPD).

The geometry in ORCA input format:
```
! RIJCOSX wB97M-V def2-TZVPD def2/J DEFGRID3
* xyz 1 1
In -0.23782 0.71481 1.31655
N 0.15159 2.81022 0.16509
C 0.20126 2.77442 -1.27898
C -0.03690 3.93252 -2.00665
C -0.00120 3.90736 -3.38942
C 0.27463 2.72325 -4.06127
C 0.49932 1.56575 -3.34209
C 0.46349 1.57511 -1.94604
P 0.67615 0.03900 -1.01787
C 2.41593 -0.44036 -1.08535
C 2.99818 -0.83716 -2.29155
C 4.34391 -1.15407 -2.33668
C 5.11583 -1.07696 -1.18307
C 4.54257 -0.68389 0.01564
C 3.19210 -0.36516 0.06836
C -0.28096 -1.21770 -1.90050
C -1.53836 -0.88535 -2.40623
C -2.33323 -1.86516 -2.97926
C -1.88247 -3.17589 -3.05126
C -0.63067 -3.50873 -2.55415
C 0.17024 -2.53454 -1.97733
H -0.54955 3.47831 0.47614
H 1.04468 3.10181 0.55725
H -0.25380 4.85537 -1.48315
H -0.19231 4.81493 -3.94584
H 0.30115 2.70234 -5.14200
H 0.67859 0.63649 -3.86857
H 2.40070 -0.90723 -3.19198
H 4.79327 -1.46179 -3.27126
H 6.16791 -1.32583 -1.22268
H 5.14410 -0.62377 0.91257
H 2.75502 -0.04967 1.00870
H -1.89569 0.13666 -2.36333
H -3.30520 -1.60024 -3.37385
H -2.50444 -3.93739 -3.50232
H -0.27301 -4.52757 -2.61970
H 1.15325 -2.80133 -1.60849
N -0.45969 -1.61849 3.47354
C -0.23829 -2.89372 3.80456
C 0.31443 -3.51659 2.70257
C 0.40575 -2.51448 1.73913
N -0.07833 -1.36601 2.21071
H -0.79764 -0.85425 4.04471
H -0.48756 -3.26638 4.78346
H 0.61027 -4.54612 2.61402
H 0.77705 -2.57180 0.72902
F -5.90436 0.55075 2.10027
C -4.68389 0.24681 1.72237
C -3.78521 -0.82069 1.34452
F -3.48078 -2.10326 1.45786
C -4.15053 0.12771 0.26279
F -5.01447 -0.20943 -0.69826
C -3.06352 1.14292 0.05509
O -2.77228 1.76264 -0.92978
C -2.36755 1.22980 1.42286
F -2.41182 2.56770 1.83564
C -3.28105 0.34913 2.21269
F -2.99673 0.03335 3.49547
Cl 1.60654 3.86582 4.58772
C 1.88446 2.11396 4.62662
Cl 1.55070 1.42339 6.20757
C 0.99241 1.51989 3.54754
O -0.15994 1.14321 3.77696
O 1.49663 1.47078 2.36806
H 2.92715 1.94481 4.38283
*
```

As for the HOMO energy: -12.090 eV. The calculation puts the LUMO energy at -2.52 eV. As for the orbital gap: 9.565 eV.

***

Model ii:
Entry from the Open Molecules 2025 dataset: a molecular structure, C29H21Cl2F5InN3O3P (ωB97M-V/def2-TZVPD).

The geometry in ORCA input format:
```
! RIJCOSX wB97M-V def2-TZVPD def2/J DEFGRID3
* xyz 1 1
In 1.15263 -0.00675 -1.16200
N -0.91041 0.04864 -2.50815
C -2.18243 0.17342 -1.87679
C -3.30060 0.56614 -2.60507
C -4.54574 0.61774 -2.00515
C -4.68895 0.28762 -0.66575
C -3.58069 -0.07763 0.07237
C -2.31825 -0.12773 -0.52015
P -0.87587 -0.51938 0.51263
C -1.26412 -2.20760 1.06582
C -2.03312 -2.41017 2.20871
C -2.41781 -3.69272 2.55521
C -2.04191 -4.76950 1.76921
C -1.26105 -4.56778 0.64121
C -0.86852 -3.28907 0.28489
C -1.04797 0.55241 1.95957
C -1.77875 1.73430 1.89197
C -1.80603 2.59681 2.97118
C -1.09689 2.29606 4.12180
C -0.36943 1.11962 4.19603
C -0.33552 0.25491 3.11803
H -0.85984 0.64519 -3.33550
H -0.77323 -0.91262 -2.82872
H -3.19300 0.82799 -3.64813
H -5.40943 0.90781 -2.58083
H -5.65893 0.31538 -0.19537
H -3.68558 -0.33372 1.11723
H -2.32518 -1.57233 2.82563
H -3.01224 -3.84830 3.44245
H -2.35186 -5.76631 2.04250
H -0.95671 -5.41162 0.04264
H -0.25552 -3.12788 -0.59586
H -2.31231 1.99049 0.99063
H -2.37579 3.51034 2.90423
H -1.10350 2.98077 4.95471
H 0.18401 0.88590 5.09215
H 0.23549 -0.65959 3.18997
N 4.04596 -0.54550 0.28584
C 4.65918 -1.37158 1.14148
C 3.67298 -1.97641 1.89855
C 2.47639 -1.45748 1.40662
N 2.72608 -0.58669 0.43748
H 4.46160 0.00555 -0.45548
H 5.72766 -1.48280 1.16907
H 3.79052 -2.69796 2.68148
H 1.46356 -1.67684 1.69783
F 3.02431 5.17333 -2.24523
C 2.53644 4.22035 -1.45160
C 2.45796 4.30040 -0.00611
F 2.99155 3.61422 0.98731
C 1.16632 4.24065 -0.67487
F 0.23766 5.19854 -0.64570
C 0.78432 2.77938 -0.63205
O 0.41879 2.14572 0.32651
C 1.38180 2.12098 -1.85355
F 0.67722 2.54419 -2.96988
C 2.66809 2.77481 -1.74732
F 3.66403 2.05737 -1.21075
Cl 1.50179 0.12045 -4.92110
C 2.41063 -1.36400 -4.54902
Cl 4.07233 -1.24271 -5.08239
C 2.25200 -1.29296 -3.04955
O 3.03087 -0.59008 -2.40246
O 1.22328 -1.81385 -2.56517
H 1.90174 -2.20792 -5.01323
*
```

As for the HOMO energy (spin up / spin down): -11.807 / -11.817 eV. The calculation puts the LUMO energy (spin up / spin down) at -3.99 / -3.92 eV. As for the orbital gap (spin up / spin down): 7.815 / 7.900 eV.

***

Last place for stability: model ii